# C32H54FN4O2PTi

A structure of composition C32H54FN4O2PTi (the ωB97M-V functional and the def2-TZVPD basis, OMol25).

HOMO (alpha / beta) ... -7.151 / -7.152 eV
Total charge ... 0

XYZ file:
```
95
Properties=species:S:1:pos:R:3:forces:R:3
Ti 0.35521 -0.80265 -1.37343 0.26 0.82 -0.22
C -2.31823 -4.40718 -2.27084 -0.02 0.03 -0.01
O -1.86697 -3.36026 -3.14135 0.02 -0.05 -0.03
C -1.24873 -2.33861 -2.54936 -0.05 0.04 0.10
O -1.12662 -2.28944 -1.28154 -0.16 -0.27 0.13
N -0.71954 -1.35273 -3.21096 -0.02 -0.09 0.06
N 1.69018 -0.04950 -2.56001 -0.20 0.01 0.05
H -2.61489 -5.22220 -2.92399 -0.01 0.00 0.00
H -3.16958 -4.06778 -1.68235 0.01 0.00 0.02
H -1.52018 -4.72190 -1.60218 0.01 -0.01 0.00
H -0.64900 -1.46162 -4.21175 0.02 0.03 0.01
H 1.48323 0.82793 -3.02221 0.08 -0.02 0.00
H 2.07718 -0.67786 -3.25648 0.05 0.03 0.01
C -0.87118 -2.50731 1.61227 0.02 -0.03 -0.04
C 0.00751 -2.19112 2.80832 -0.02 0.02 0.02
C 0.55888 -3.48875 3.41190 0.00 -0.01 -0.01
C 1.10929 -1.13735 2.65539 -0.04 0.03 -0.02
C 1.41965 -0.52201 3.86891 -0.04 0.02 -0.01
C 2.40390 0.43427 3.97842 0.02 0.02 0.01
C 3.12605 0.76251 2.84858 -0.03 0.02 -0.01
C 2.87517 0.17373 1.61076 -0.06 -0.02 0.00
C 3.82647 0.64123 0.51111 0.02 -0.04 -0.01
C 4.32283 -0.39692 -0.49360 0.02 0.00 -0.01
C 3.26165 1.87846 -0.18459 0.07 0.03 -0.03
C 1.81534 -0.75935 1.49064 0.07 -0.07 0.01
N 1.56464 -1.40695 0.22690 -0.04 -0.22 0.07
C 2.24855 -2.60369 0.11482 -0.02 -0.02 0.01
C 3.07192 -3.19451 1.09174 0.00 -0.02 -0.01
C 3.72219 -4.39866 0.86523 0.00 0.01 0.01
C 3.60361 -5.07760 -0.33862 0.00 -0.01 -0.01
C 2.81822 -4.51645 -1.33872 0.01 0.02 0.01
C 2.19202 -3.32833 -1.07501 -0.01 0.02 0.01
F 1.44413 -2.74478 -2.08153 0.00 -0.05 -0.06
H -1.75406 -3.05593 1.95292 0.00 0.00 0.00
H -0.36271 -3.12596 0.87642 0.01 0.01 -0.01
H -1.21064 -1.60464 1.10936 0.01 0.02 -0.03
H -0.65658 -1.75926 3.56568 0.00 0.00 0.00
H 1.19593 -4.00977 2.69737 0.00 -0.01 -0.01
H -0.26565 -4.15588 3.67384 0.00 0.01 0.01
H 1.14266 -3.29673 4.31365 0.01 0.00 0.00
H 0.85496 -0.81130 4.74904 0.00 0.00 0.00
H 2.62094 0.90174 4.93074 0.00 0.00 0.00
H 3.93008 1.48665 2.91999 0.00 0.00 0.00
H 4.71566 0.97244 1.05639 0.00 -0.02 0.01
H 3.56560 -0.62968 -1.23685 0.01 0.01 0.02
H 4.63957 -1.31628 -0.00037 0.02 0.02 0.01
H 5.18859 0.01555 -1.01799 0.00 0.01 0.00
H 2.29592 1.64995 -0.62372 -0.12 -0.02 -0.09
H 3.92657 2.20849 -0.98662 0.00 0.00 0.01
H 3.14478 2.70087 0.52596 -0.02 -0.01 -0.01
H 3.20721 -2.69047 2.03839 0.00 0.00 0.00
H 4.34072 -4.80901 1.65380 0.00 0.00 0.00
H 4.11562 -6.01471 -0.50526 0.00 0.00 0.00
H 2.69543 -4.97701 -2.31007 0.00 -0.01 0.00
C -1.75845 2.75445 -3.15930 0.02 0.00 -0.01
C -1.22902 3.20736 -1.78952 -0.03 -0.02 -0.02
C 0.28717 3.38706 -1.96010 0.01 0.01 0.04
C -1.84911 4.56448 -1.43963 0.01 0.01 -0.03
P -1.56196 1.83173 -0.55000 0.10 0.03 -0.06
N -0.52789 0.65082 -0.82288 -0.13 -0.10 0.10
C -3.33978 1.23921 -0.74741 0.01 0.00 0.02
C -3.66005 0.28128 0.41070 -0.04 0.00 -0.03
C -3.48389 0.42762 -2.04696 -0.04 0.00 -0.04
C -4.38889 2.35822 -0.75653 -0.02 0.00 0.02
C -1.31285 2.46365 1.19660 0.02 0.03 0.00
C -1.19307 1.26050 2.13922 0.00 -0.02 0.06
C -2.40255 3.40699 1.71548 0.00 0.02 0.03
C 0.04478 3.18092 1.26688 0.00 -0.03 -0.03
H -1.37538 3.44449 -3.91464 0.00 0.00 0.00
H -2.84377 2.78188 -3.21795 0.01 0.02 0.01
H -1.41475 1.74950 -3.41230 0.00 0.00 0.00
H 0.45727 3.99669 -2.85097 0.00 0.01 0.01
H 0.78360 2.43069 -2.09600 0.01 -0.03 0.01
H 0.75581 3.89397 -1.12215 0.02 -0.02 0.03
H -1.64937 5.25062 -2.26737 0.00 0.00 0.00
H -1.40821 5.00251 -0.54573 0.02 0.00 -0.01
H -2.92848 4.52174 -1.30481 0.02 0.00 0.00
H -2.92125 -0.51704 0.49006 0.00 0.01 0.00
H -4.62861 -0.17947 0.20439 -0.01 0.00 -0.01
H -3.74305 0.79287 1.36723 -0.05 -0.01 -0.06
H -2.57805 -0.11192 -2.29909 0.11 -0.11 -0.01
H -3.74974 1.05378 -2.89492 0.00 -0.03 0.01
H -4.28931 -0.29869 -1.91637 0.00 0.00 0.00
H -4.35868 2.98900 0.13002 -0.03 -0.03 -0.07
H -5.37569 1.88823 -0.79164 0.00 0.00 -0.01
H -4.30727 2.99312 -1.63698 0.00 -0.01 -0.01
H -2.13138 0.73776 2.30261 0.12 0.03 0.04
H -0.83943 1.62117 3.10829 0.01 0.00 0.00
H -0.45849 0.55550 1.76300 0.03 -0.03 0.01
H -3.34861 2.89374 1.88152 0.02 -0.01 0.03
H -2.58143 4.26145 1.06360 -0.01 -0.03 0.04
H -2.07364 3.79578 2.68291 0.00 -0.01 0.01
H 0.84081 2.56710 0.84486 -0.03 0.02 0.01
H 0.28251 3.34694 2.32010 0.00 0.00 0.00
H 0.03661 4.15260 0.77666 -0.01 0.01 -0.02
```
Positions in Å, forces in eV/Å.

***

# C32H54N8

A structure of composition C32H54N8 at a distorted geometry (the ωB97M-V functional and the def2-TZVPD basis, OMol25).

HOMO ... -9.051 eV
Total charge ... 0

XYZ file:
```
94
Properties=species:S:1:pos:R:3:forces:R:3
C -5.42862 2.63169 -1.42099 -0.93 0.01 -0.33
C -5.11537 1.88918 -2.74325 0.46 1.02 1.54
C -4.39784 0.57550 -2.51154 -0.58 0.29 -0.08
C -4.09042 -0.05763 -3.76775 0.21 -0.71 -0.27
N -3.76872 -0.57912 -4.73706 -0.03 0.02 -0.23
H -4.51915 2.96916 -0.92391 -0.07 -0.06 0.14
H -6.10774 2.13201 -0.73019 0.44 -0.71 0.17
H -6.05388 3.49733 -1.63964 0.42 0.41 -0.28
H -4.35869 2.55039 -3.16555 -0.52 0.04 -1.03
H -6.03379 1.74966 -3.31346 0.34 0.18 -0.30
H -5.03238 -0.04402 -1.87777 0.08 -0.42 -0.11
H -3.45997 0.70269 -1.97087 -0.68 0.29 -1.23
C 3.19655 -2.99528 1.84524 -0.26 -0.92 -0.02
C 2.56824 -3.54989 0.58569 0.50 -0.26 -0.08
C 2.68527 -2.60225 -0.61929 -1.39 -1.23 -0.37
C 1.88489 -3.11662 -1.75403 0.76 -0.35 -0.02
N 1.32498 -3.52838 -2.66816 -0.29 0.07 0.06
H 3.21426 -1.91597 1.99650 -1.08 -1.74 -0.63
H 4.22727 -3.34608 1.89663 0.19 0.40 -0.05
H 2.72445 -3.50922 2.68255 -0.07 0.43 0.32
H 1.52844 -3.84846 0.71899 -0.17 0.31 0.01
H 3.10264 -4.49252 0.46747 -0.17 -0.10 -0.81
H 3.68712 -2.40058 -0.99842 0.04 -0.08 0.52
H 2.14918 -1.68231 -0.38603 1.09 -0.84 -0.04
C 5.84578 -0.41506 0.33483 1.42 -0.06 -0.55
C 4.80014 0.62875 0.61790 0.13 -0.11 0.37
C 3.71016 0.17661 1.51742 2.21 -1.00 5.04
C 4.11435 -0.66042 2.68048 -0.10 5.96 -3.86
N 4.43382 -1.25990 3.55556 1.91 -2.94 5.09
H 6.48094 -0.04129 -0.46826 0.40 0.09 0.16
H 5.51778 -1.37502 -0.06391 -0.50 -0.05 0.31
H 6.54848 -0.61741 1.14314 -0.37 0.04 0.32
H 4.34818 1.01695 -0.29486 -0.07 0.04 0.08
H 5.23614 1.48590 1.13102 0.37 0.05 -0.23
H 2.87191 -0.38055 1.09908 2.72 -1.92 1.98
H 3.10737 1.04026 1.79822 0.43 0.00 0.90
C -2.73617 0.02233 -0.30279 2.46 -0.48 1.70
C -1.18097 0.37321 -0.39126 -2.31 0.87 -1.88
C -0.20239 -0.73037 -0.30912 1.09 -2.03 1.90
C 1.11428 -0.20961 0.01131 -0.12 0.93 2.73
N 2.19023 0.19162 0.23499 -9.54 2.42 -2.67
H -3.30905 0.92693 -0.50678 0.19 -0.49 0.65
H -2.99935 -0.36895 0.67993 0.09 0.47 0.42
H -2.95752 -0.84197 -0.92897 -0.08 0.49 -0.53
H -0.87535 1.20283 0.24625 -0.21 -0.48 0.23
H -1.05107 0.86306 -1.35629 -0.16 -0.74 -0.16
H -0.01778 -1.53994 -1.01524 -0.65 0.59 -1.27
H -0.44686 -1.40025 0.51526 -0.27 0.08 0.78
C 2.29461 0.24584 -2.10957 1.35 -0.38 -3.25
C 3.43454 -0.49613 -2.90084 -0.59 1.52 0.93
C 4.85506 0.07005 -2.58686 0.29 -0.18 -1.23
C 5.81429 -0.59427 -3.47279 1.02 -1.12 0.22
N 6.63689 -1.14834 -4.06357 -0.59 0.41 0.12
H 2.00272 1.23354 -2.46643 0.79 0.29 0.11
H 2.50938 0.17794 -1.04310 1.67 1.10 -3.93
H 1.32974 -0.25624 -2.18060 0.12 -0.68 -0.41
H 3.31690 -0.45916 -3.98384 -0.18 -0.38 0.09
H 3.39046 -1.50453 -2.48940 0.34 0.15 -1.06
H 5.23529 -0.02172 -1.56946 -0.62 -0.26 -0.76
H 5.08235 1.09458 -2.88145 -0.99 0.59 0.23
C -0.51678 0.95522 2.80573 -0.63 -0.22 0.46
C -1.65667 1.97030 2.50549 1.64 -2.37 -0.35
C -2.83742 1.92370 3.46246 -0.23 0.35 -0.20
C -3.83788 0.85075 3.25980 -0.12 0.48 -0.62
N -4.63441 0.03357 3.09105 -0.63 4.14 0.34
H 0.15115 1.29739 3.59623 0.15 0.01 -0.17
H 0.02796 0.62447 1.92145 0.27 0.67 0.21
H -0.94930 0.01631 3.15136 -0.23 -0.08 0.28
H -2.00251 1.60890 1.53704 -0.46 0.78 0.08
H -1.20845 2.95814 2.39889 -0.42 0.06 0.16
H -3.22485 2.90396 3.18483 -1.17 -0.11 0.87
H -2.62052 1.84707 4.52791 0.47 0.52 -0.02
C -3.76790 -2.06781 3.18478 -0.12 -2.91 -1.31
C -3.57420 -3.40213 2.43027 0.14 0.07 0.56
C -3.47859 -3.23512 0.84174 0.10 -1.70 1.85
C -4.80272 -3.42568 0.27930 6.13 1.44 2.35
N -5.82557 -3.55448 -0.10374 -6.59 -0.88 -2.56
H -2.94745 -1.41653 2.88342 -0.07 -0.13 0.28
H -3.81249 -2.21349 4.26408 0.18 0.08 -0.02
H -4.71408 -1.63191 2.86410 0.67 -1.04 0.11
H -4.31163 -4.16801 2.67055 -1.00 0.52 -0.41
H -2.79227 -3.96464 2.94043 1.27 0.33 -0.90
H -2.94431 -4.13797 0.54592 0.48 0.29 -0.47
H -3.00955 -2.32751 0.46182 0.00 -0.35 0.35
N 0.68705 4.89211 -0.40854 -0.01 1.98 0.45
C -0.24308 3.94761 -0.35533 -1.44 -0.10 2.85
C -0.09692 3.15746 -1.40798 -1.37 -2.26 -1.77
C 0.89482 3.65666 -2.25949 0.39 1.25 1.01
C 1.29170 4.82701 -1.59761 2.05 -0.48 -1.86
H 0.82711 5.59361 0.30447 -0.05 0.02 -0.45
H -0.96081 3.97874 0.45108 0.05 -0.37 -0.07
H -0.74808 2.31691 -1.59739 0.42 0.68 -0.26
H 1.29564 3.10900 -3.09962 -0.05 0.73 -0.23
H 1.97120 5.61756 -1.87992 0.25 -0.30 -0.03
```
Positions in Å, forces in eV/Å.

***

What is the formula in the second record? C32H54N8